{"formula": "C44H55IN5OP2S2V", "method": "wB97M-V/def2-TZVPD", "homo_lumo_gap_ev": [6.689, 6.604], "e_lumo_ev": [-0.4, -0.4], "total_charge": 0, "total_energy_ha": -4779.51715, "symbols": ["V", "S", "C", "S", "C", "C", "N", "C", "N", "I", "C", "C", "C", "C", "C", "C", "C", "C", "C", "P", "C", "C", "C", "C", "C", "C", "C", "C", "C", "C", "C", "C", "C", "H", "H", "H", "H", "H", "H", "H", "H", "H", "H", "H", "H", "H", "H", "H", "H", "C", "C", "C", "C", "P", "N", "C", "C", "C", "C", "C", "C", "C", "C", "H", "H", "H", "H", "H", "H", "H", "H", "H", "H", "H", "H", "H", "H", "H", "H", "H", "H", "H", "H", "H", "H", "H", "H", "H", "H", "H", "C", "N", "C", "C", "C", "N", "C", "C", "O", "H", "H", "H", "H", "H", "H", "H", "H", "H", "H", "H", "H"], "coordinates": [[0.06617, -0.78119, -0.04621], [1.78112, -1.25483, 1.42012], [0.92186, -0.26576, 2.56731], [-0.60562, 0.25699, 1.96626], [1.44462, 0.10456, 3.78555], [2.75422, -0.30529, 4.17391], [3.81241, -0.63535, 4.48888], [0.71915, 0.96481, 4.66165], [0.13493, 1.66607, 5.36475], [-1.64538, 0.57864, -1.76489], [-1.73259, -0.32943, -3.65283], [-2.99944, -0.33178, -4.16566], [-3.24772, -0.75941, -5.48312], [-2.19569, -1.12771, -6.26127], [-0.87229, -1.13296, -5.75373], [0.17634, -1.46951, -6.63888], [1.46830, -1.47636, -6.21137], [1.73733, -1.22229, -4.85898], [0.76514, -0.91171, -3.93573], [1.42157, -0.93740, -2.18163], [2.67023, 0.41162, -2.24913], [3.75150, 0.39661, -1.36987], [4.73899, 1.36750, -1.45101], [4.62675, 2.40606, -2.36264], [3.51352, 2.47219, -3.18876], [2.54925, 1.47605, -3.14081], [2.41624, -2.47943, -2.35348], [3.80405, -2.57335, -2.34814], [4.42531, -3.80276, -2.52931], [3.67443, -4.94997, -2.73164], [2.28963, -4.86303, -2.75118], [1.67310, -3.63883, -2.55729], [-0.59530, -0.78907, -4.39209], [-3.82087, 0.02119, -3.55672], [-4.25773, -0.75778, -5.87001], [-2.34625, -1.41896, -7.29341], [-0.07400, -1.71368, -7.66403], [2.27937, -1.71902, -6.88475], [2.76293, -1.31413, -4.52646], [3.82882, -0.37853, -0.61659], [5.59090, 1.31577, -0.78445], [5.39733, 3.16458, -2.42267], [3.40354, 3.28993, -3.89033], [1.70024, 1.53109, -3.80960], [4.41978, -1.69557, -2.21897], [5.50627, -3.85697, -2.51649], [4.16539, -5.90420, -2.87146], [1.68807, -5.74974, -2.90953], [0.59551, -3.57399, -2.57901], [-0.37479, -5.48257, -0.23968], [-1.06236, -4.86782, 0.98588], [-1.90891, -5.94150, 1.67538], [0.06236, -4.43734, 1.94407], [-1.99016, -3.33330, 0.39861], [-0.95378, -2.19933, -0.01786], [-3.14030, -2.72790, 1.76219], [-4.39868, -3.58246, 1.96180], [-2.35592, -2.73158, 3.08399], [-3.57874, -1.28049, 1.46814], [-3.03291, -3.74537, -1.13298], [-2.13449, -3.73179, -2.37542], [-4.06075, -2.63007, -1.37075], [-3.77022, -5.08859, -1.07419], [0.35459, -6.21883, 0.10513], [0.16766, -4.72711, -0.80296], [-1.07368, -5.99860, -0.89716], [-1.25632, -6.79454, 1.88189], [-2.73707, -6.30264, 1.06942], [-2.29652, -5.60109, 2.63358], [0.81549, -5.22894, 1.96221], [-0.28604, -4.29883, 2.96331], [0.55717, -3.52568, 1.61600], [-4.17441, -4.61848, 2.20642], [-5.06528, -3.56672, 1.10209], [-4.95194, -3.16074, 2.80545], [-2.24053, -3.73958, 3.47822], [-2.92331, -2.15573, 3.81833], [-1.37821, -2.26293, 2.99028], [-4.45850, -1.23858, 0.83165], [-2.78257, -0.70049, 1.00718], [-3.83151, -0.79675, 2.41346], [-1.58780, -2.79069, -2.43972], [-2.76945, -3.81888, -3.26158], [-1.43038, -4.55840, -2.39258], [-3.59727, -1.64380, -1.34395], [-4.88507, -2.65215, -0.66314], [-4.48497, -2.77492, -2.36802], [-3.08859, -5.93286, -1.16326], [-4.46000, -5.13811, -1.92152], [-4.35896, -5.21540, -0.16819], [3.28496, 2.03900, 1.50961], [2.74673, 2.97508, 0.54081], [3.31390, 4.30745, 0.62334], [2.83853, 5.15024, -0.53771], [1.32895, 5.17813, -0.50845], [0.80823, 3.82370, -0.45830], [-0.60722, 3.69042, -0.72214], [1.52032, 2.73515, -0.01871], [1.04019, 1.59857, -0.11456], [4.37515, 2.04948, 1.45420], [2.92988, 1.03758, 1.30124], [2.98755, 2.32071, 2.52408], [4.40147, 4.19973, 0.60624], [3.04987, 4.78362, 1.57766], [3.17810, 4.69650, -1.47207], [3.24344, 6.15998, -0.47642], [0.93010, 5.66239, -1.40374], [0.97487, 5.75213, 0.35752], [-0.82902, 3.64431, -1.79206], [-1.12376, 4.55317, -0.29537], [-0.98059, 2.79557, -0.23383]], "forces_ev_per_angstrom": [[-0.34, 0.44, -0.31], [0.43, -0.12, 0.30], [0.15, 0.05, 0.06], [-0.04, 0.13, 0.40], [0.02, 0.03, -0.04], [-0.08, -0.05, 0.06], [0.03, 0.04, -0.03], [0.03, -0.02, -0.01], [0.00, 0.01, 0.00], [-0.08, 0.18, -0.20], [0.14, -0.11, 0.18], [0.02, -0.05, -0.09], [0.04, -0.01, -0.01], [-0.04, 0.00, 0.04], [0.02, 0.00, 0.03], [0.07, -0.02, 0.03], [-0.07, 0.00, -0.03], [0.02, 0.06, -0.01], [-0.17, -0.04, 0.08], [0.43, 0.17, -0.18], [-0.06, -0.06, -0.12], [0.01, -0.05, 0.02], [-0.03, 0.02, 0.05], [-0.01, -0.03, -0.03], [0.05, -0.01, 0.00], [-0.05, -0.07, 0.00], [0.01, 0.00, 0.07], [0.02, 0.03, 0.02], [0.00, -0.03, -0.01], [0.03, 0.03, 0.01], [-0.02, 0.00, 0.03], [0.04, -0.04, 0.02], [-0.05, 0.07, 0.03], [-0.01, 0.00, -0.01], [0.00, 0.00, 0.01], [0.01, 0.00, 0.00], [0.00, 0.00, 0.00], [0.00, 0.02, 0.00], [0.01, 0.01, -0.01], [-0.02, 0.04, 0.02], [-0.01, 0.01, 0.01], [0.00, 0.00, 0.00], [-0.01, 0.00, 0.00], [-0.02, -0.03, -0.03], [-0.01, -0.03, -0.03], [0.00, 0.00, 0.00], [-0.01, 0.00, -0.01], [0.00, 0.01, 0.00], [-0.15, 0.01, -0.01], [-0.04, -0.06, -0.02], [0.00, 0.06, -0.05], [0.02, 0.00, 0.00], [0.05, 0.00, -0.03], [-0.10, 0.12, -0.07], [-0.34, -0.69, -0.18], [0.02, -0.01, -0.06], [0.00, 0.00, 0.02], [0.03, 0.03, 0.02], [0.02, 0.02, -0.05], [0.06, -0.05, 0.05], [0.08, 0.01, 0.00], [-0.03, 0.03, 0.06], [0.01, 0.02, 0.02], [-0.02, -0.02, 0.02], [0.03, 0.00, 0.02], [0.03, 0.03, -0.02], [0.00, 0.00, -0.01], [-0.03, 0.00, -0.03], [-0.03, -0.02, -0.01], [-0.03, -0.04, 0.03], [0.00, 0.05, 0.00], [-0.02, 0.01, 0.00], [0.01, -0.04, 0.01], [0.00, 0.00, 0.00], [0.01, 0.00, 0.00], [0.03, 0.02, 0.01], [-0.01, -0.01, 0.00], [0.00, 0.03, -0.01], [-0.03, -0.03, -0.04], [-0.06, -0.03, 0.01], [0.00, 0.00, -0.01], [0.03, -0.04, -0.01], [0.00, 0.00, 0.00], [0.05, -0.01, -0.02], [0.00, 0.00, 0.02], [0.00, 0.02, 0.02], [0.00, 0.00, 0.00], [-0.02, -0.02, 0.03], [0.02, 0.00, -0.01], [-0.02, 0.01, 0.02], [0.06, -0.07, -0.06], [-0.10, 0.00, -0.08], [-0.03, 0.03, 0.01], [0.01, -0.04, -0.04], [0.00, 0.01, 0.05], [0.07, -0.04, -0.07], [0.04, 0.06, 0.03], [-0.17, 0.08, 0.11], [0.14, -0.03, -0.06], [-0.01, -0.01, -0.02], [-0.02, -0.06, -0.01], [0.01, -0.01, 0.02], [0.00, 0.00, 0.00], [0.01, 0.00, 0.00], [0.00, 0.04, 0.02], [-0.01, 0.01, 0.03], [0.00, -0.01, -0.01], [-0.02, 0.01, -0.01], [0.00, -0.02, 0.02], [0.00, 0.01, -0.01], [0.01, 0.06, 0.05]], "mulliken_charge": [0.31, -0.94, 1.47, -0.57, 0.54, -0.16, -0.63, -0.21, -0.61, 0.23, 0.32, -0.39, -0.99, -0.90, 1.02, -0.90, -1.27, -0.45, 0.51, 2.29, 0.95, -0.88, -1.19, -0.63, -0.87, -0.71, 0.04, 0.12, -0.89, -0.72, -0.34, -0.74, -0.14, 0.43, 0.43, 0.41, 0.40, 0.43, 0.46, 0.70, 0.45, 0.41, 0.40, 0.56, 0.55, 0.47, 0.40, 0.45, 0.13, -2.40, 2.74, -2.03, -2.08, -1.23, 0.78, 2.51, -1.91, -1.97, -1.43, 2.59, -1.92, -1.78, -2.10, 0.69, 0.28, 0.21, 0.53, 0.26, 0.35, 0.55, 0.30, 0.40, 0.31, 0.30, 0.53, 0.26, 0.66, 0.27, 0.26, -0.24, 0.51, 0.15, 0.68, 0.28, -0.02, 0.31, 0.65, 0.33, 0.53, 0.29, -0.88, 0.99, -0.84, -0.35, -0.83, 0.35, -1.05, -0.64, 0.78, 0.38, -0.19, 0.38, 0.39, 0.34, 0.00, 0.40, 0.45, 0.33, 0.29, 0.39, 0.12]}